No. 1
{"formula": "C53H50Br2ClN6O3P2Rb", "method": "ωB97M-V/def2-TZVPD", "species": ["Rb", "C", "C", "N", "C", "C", "C", "C", "C", "C", "C", "N", "C", "C", "C", "C", "C", "C", "C", "C", "N", "C", "H", "H", "H", "H", "H", "H", "H", "H", "H", "H", "H", "H", "C", "P", "C", "N", "C", "C", "C", "C", "C", "C", "N", "C", "P", "C", "C", "C", "C", "C", "C", "C", "C", "C", "H", "H", "H", "H", "H", "H", "H", "H", "H", "H", "H", "H", "H", "H", "H", "H", "H", "H", "H", "H", "H", "H", "H", "H", "H", "H", "H", "H", "C", "C", "C", "C", "C", "C", "Br", "C", "C", "Br", "C", "O", "C", "N", "H", "H", "H", "H", "H", "H", "Cl", "C", "C", "C", "C", "O", "C", "C", "O", "C", "H", "H", "H", "H"], "positions_angstrom": [[1.177, 0.228, -0.444], [5.325, 2.222, -1.080], [3.933, 2.049, -0.968], [3.301, 2.029, 0.178], [4.001, 2.174, 1.333], [5.408, 2.379, 1.323], [6.050, 2.388, 0.062], [6.129, 2.557, 2.524], [5.439, 2.517, 3.710], [4.058, 2.311, 3.752], [3.277, 2.123, 2.596], [1.959, 1.823, 2.620], [1.176, 2.272, 3.612], [1.266, 3.582, 4.127], [0.443, 4.062, 5.145], [-0.531, 3.277, 5.717], [-0.711, 1.968, 5.223], [-1.703, 1.112, 5.753], [-1.896, -0.127, 5.219], [-1.083, -0.518, 4.137], [-0.125, 0.221, 3.638], [0.093, 1.456, 4.157], [5.798, 2.206, -2.054], [3.321, 1.926, -1.858], [7.126, 2.525, 0.027], [7.203, 2.705, 2.493], [5.979, 2.632, 4.645], [3.561, 2.259, 4.711], [2.021, 4.231, 3.701], [0.570, 5.086, 5.484], [-1.160, 3.643, 6.521], [-2.311, 1.466, 6.580], [-2.654, -0.799, 5.601], [-1.252, -1.481, 3.664], [-2.805, 2.134, 2.576], [-2.162, 1.239, 1.099], [-3.336, -0.230, 1.191], [-4.559, -0.017, 1.606], [-5.394, -1.076, 1.769], [-6.723, -0.864, 2.207], [-7.554, -1.931, 2.400], [-7.095, -3.251, 2.168], [-5.820, -3.474, 1.734], [-4.948, -2.381, 1.516], [-3.692, -2.605, 1.051], [-2.889, -1.586, 0.883], [-1.221, -1.859, 0.064], [-1.978, -2.321, -1.558], [-0.487, -3.509, 0.637], [0.451, -3.230, 1.823], [0.386, -3.957, -0.549], [-1.440, -4.641, 1.008], [-2.917, 2.283, -0.283], [-2.941, 1.409, -1.539], [-1.913, 3.429, -0.471], [-4.307, 2.869, -0.039], [-3.884, 2.269, 2.527], [-2.299, 3.099, 2.639], [-2.560, 1.575, 3.478], [-7.051, 0.153, 2.380], [-8.572, -1.770, 2.734], [-7.765, -4.086, 2.338], [-5.444, -4.472, 1.541], [-2.634, -3.190, -1.462], [-1.188, -2.496, -2.283], [-2.543, -1.461, -1.921], [0.999, -2.293, 1.717], [1.193, -4.029, 1.895], [-0.097, -3.203, 2.767], [1.062, -3.163, -0.877], [-0.217, -4.288, -1.396], [1.007, -4.796, -0.224], [-2.057, -4.391, 1.871], [-0.839, -5.525, 1.257], [-2.109, -4.901, 0.184], [-1.980, 0.916, -1.709], [-3.163, 2.018, -2.421], [-3.715, 0.636, -1.464], [-0.946, 3.058, -0.814], [-1.750, 3.981, 0.460], [-2.295, 4.135, -1.218], [-5.019, 2.112, 0.290], [-4.672, 3.302, -0.978], [-4.283, 3.669, 0.707], [2.689, 0.377, -4.781], [3.495, -0.793, -4.283], [4.338, -1.521, -5.150], [5.042, -2.587, -4.669], [4.916, -2.965, -3.316], [5.590, -4.056, -2.718], [6.798, -5.134, -3.742], [5.385, -4.375, -1.404], [4.509, -3.626, -0.623], [4.268, -4.126, 1.198], [3.773, -2.508, -1.094], [2.968, -1.838, -0.412], [4.034, -2.187, -2.517], [3.362, -1.123, -3.017], [2.849, 0.553, -5.846], [2.958, 1.281, -4.231], [1.630, 0.198, -4.600], [4.410, -1.235, -6.193], [5.691, -3.157, -5.321], [5.907, -5.212, -0.961], [-2.221, 2.937, -7.803], [-1.672, 2.043, -6.389], [-2.031, 0.686, -6.246], [-1.613, -0.026, -5.160], [-0.801, 0.550, -4.105], [-0.442, -0.130, -3.118], [-0.463, 1.947, -4.299], [0.338, 2.691, -3.352], [0.770, 2.318, -2.275], [-0.903, 2.648, -5.438], [-2.641, 0.222, -7.012], [-1.883, -1.071, -5.046], [0.556, 3.732, -3.685], [-0.624, 3.691, -5.550]], "forces_ev_per_a": [[0.2, 0.2, 0.0], [0.0, 0.0, -0.1], [-0.1, 0.0, 0.1], [0.2, 0.1, 0.1], [0.0, 0.0, 0.0], [-0.1, 0.0, -0.1], [0.0, 0.0, 0.1], [0.0, 0.0, 0.0], [0.0, 0.0, 0.0], [0.0, 0.0, -0.1], [-0.1, 0.0, 0.1], [0.2, -0.2, 0.0], [-0.1, 0.2, -0.1], [0.0, -0.1, 0.1], [0.0, -0.1, -0.1], [0.0, 0.0, 0.0], [0.1, 0.0, -0.1], [0.0, -0.1, 0.1], [0.0, 0.0, 0.1], [0.0, 0.0, -0.1], [0.0, 0.1, 0.0], [0.0, 0.1, 0.1], [0.0, 0.0, 0.0], [0.0, 0.0, 0.0], [0.0, 0.0, 0.0], [0.0, 0.0, 0.0], [0.0, 0.0, 0.0], [0.0, 0.0, 0.0], [0.0, 0.0, 0.0], [0.0, 0.0, 0.0], [0.0, 0.0, 0.0], [0.0, 0.0, 0.0], [0.0, 0.0, 0.0], [0.1, -0.1, 0.0], [0.0, -0.1, -0.1], [-0.2, 0.1, 0.1], [0.0, -0.1, 0.0], [0.1, 0.1, 0.0], [0.0, 0.0, 0.0], [0.0, 0.0, 0.0], [0.0, -0.1, 0.0], [0.0, 0.1, 0.0], [0.0, 0.0, 0.0], [0.0, 0.0, 0.0], [0.1, 0.0, 0.0], [0.0, 0.1, 0.1], [-0.4, -0.4, -0.1], [0.0, 0.0, 0.1], [0.0, 0.1, 0.1], [-0.1, 0.1, 0.0], [0.0, 0.0, 0.0], [0.0, 0.0, 0.0], [0.1, -0.2, 0.0], [0.0, 0.0, 0.1], [0.0, 0.0, 0.0], [0.0, 0.0, 0.1], [0.0, 0.0, 0.0], [0.0, 0.0, 0.0], [0.0, 0.0, -0.2], [0.0, 0.0, 0.0], [0.0, 0.0, 0.0], [0.0, 0.0, 0.0], [0.0, 0.0, 0.0], [0.0, 0.0, 0.0], [0.0, 0.0, 0.0], [0.0, 0.0, 0.0], [0.0, 0.0, 0.0], [0.0, 0.0, 0.0], [-0.1, 0.1, 0.0], [0.0, 0.0, 0.0], [0.0, 0.0, 0.0], [0.0, 0.0, 0.0], [0.0, 0.0, 0.0], [0.0, 0.0, 0.0], [0.0, 0.0, 0.0], [0.0, 0.0, 0.0], [0.0, 0.0, 0.0], [0.0, 0.0, 0.0], [0.0, 0.0, 0.0], [0.0, 0.0, 0.0], [0.0, 0.0, 0.0], [0.0, 0.0, 0.0], [0.0, 0.0, 0.0], [0.0, -0.1, 0.0], [0.1, -0.1, 0.0], [-0.1, 0.0, 0.1], [0.0, 0.0, 0.0], [0.0, 0.0, 0.0], [-0.1, 0.1, 0.1], [0.0, -0.1, -0.1], [0.0, 0.0, 0.0], [0.0, 0.1, 0.0], [-0.1, 0.1, 0.0], [0.0, 0.0, 0.0], [0.0, 0.1, 0.0], [0.1, -0.2, 0.0], [0.0, 0.0, -0.1], [0.0, -0.1, 0.0], [0.0, 0.0, 0.0], [0.0, 0.0, 0.0], [0.0, 0.0, 0.0], [0.0, 0.0, 0.0], [0.0, 0.0, 0.0], [0.0, 0.0, 0.0], [0.0, 0.0, 0.1], [0.0, -0.1, 0.0], [0.0, 0.1, 0.0], [0.0, 0.0, 0.0], [-0.1, 0.0, 0.1], [0.0, 0.0, -0.1], [0.0, 0.0, 0.0], [-0.1, -0.1, 0.0], [0.0, 0.2, -0.2], [0.0, 0.0, 0.0], [0.0, 0.0, 0.0], [0.0, 0.0, 0.0], [0.0, 0.0, 0.0], [0.0, 0.0, 0.0]], "total_charge": -2, "relative_energy_kj_mol": 52.7, "orbital_gap_ev": 4.867, "fmax_ev_per_a": 0.6}



No. 2
{"formula": "C53H51BrCsN7O5S", "method": "ωB97M-V/def2-TZVPD", "species": ["Cs", "O", "C", "C", "C", "C", "C", "C", "C", "O", "N", "N", "C", "C", "Br", "C", "C", "C", "C", "C", "C", "C", "H", "H", "H", "H", "H", "H", "H", "H", "H", "H", "H", "H", "H", "H", "C", "C", "C", "C", "C", "C", "C", "C", "C", "C", "N", "C", "C", "C", "C", "C", "N", "H", "H", "H", "H", "H", "H", "H", "H", "H", "H", "H", "H", "H", "H", "H", "H", "H", "O", "C", "C", "O", "O", "C", "C", "C", "C", "C", "C", "C", "C", "C", "C", "C", "C", "H", "H", "H", "H", "H", "H", "H", "H", "H", "H", "H", "N", "C", "C", "C", "N", "C", "C", "H", "H", "H", "H", "H", "H", "S", "C", "C", "N", "C", "H", "H", "H"], "positions_angstrom": [[0.484, 0.286, 1.481], [6.917, -0.354, -0.920], [6.210, -0.385, -1.987], [6.789, -0.327, -3.292], [6.019, -0.340, -4.443], [4.625, -0.406, -4.384], [4.031, -0.454, -3.125], [4.776, -0.446, -1.958], [4.062, -0.485, -0.628], [4.736, 0.156, 0.401], [3.855, -1.916, -0.262], [3.114, -2.146, 0.811], [2.732, -3.341, 1.051], [1.938, -3.714, 2.219], [1.512, -2.347, 3.464], [1.542, -4.978, 2.395], [0.697, -5.595, 3.437], [0.975, -6.909, 3.826], [0.192, -7.566, 4.764], [-0.905, -6.925, 5.325], [-1.211, -5.629, 4.931], [-0.423, -4.969, 3.998], [5.696, 0.013, 0.180], [7.870, -0.268, -3.351], [6.513, -0.292, -5.409], [4.024, -0.399, -5.285], [2.947, -0.464, -3.039], [3.085, -0.009, -0.745], [3.770, -2.575, -1.027], [2.993, -4.169, 0.386], [1.926, -5.672, 1.651], [1.827, -7.415, 3.385], [0.436, -8.581, 5.054], [-1.524, -7.436, 6.052], [-2.081, -5.126, 5.336], [-0.700, -3.973, 3.683], [-3.298, 2.121, 1.298], [-2.567, 2.088, -0.048], [-2.296, 3.455, -0.626], [-3.128, 4.002, -1.596], [-2.855, 5.243, -2.160], [-1.720, 5.932, -1.756], [-0.864, 5.412, -0.787], [0.397, 6.157, -0.418], [0.227, 7.099, 0.780], [-1.167, 4.176, -0.193], [-0.257, 3.606, 0.722], [-0.352, 3.936, 1.964], [0.553, 3.538, 2.994], [0.459, 3.806, 4.380], [1.566, 3.192, 4.964], [2.274, 2.589, 3.894], [1.677, 2.804, 2.722], [-3.413, 1.117, 1.710], [-4.291, 2.562, 1.178], [-2.749, 2.722, 2.026], [-3.140, 1.490, -0.760], [-1.591, 1.614, 0.057], [-3.992, 3.430, -1.921], [-3.506, 5.656, -2.922], [-1.475, 6.887, -2.213], [0.719, 6.739, -1.285], [1.187, 5.436, -0.203], [-0.596, 7.797, 0.611], [1.140, 7.677, 0.950], [0.015, 6.539, 1.692], [-1.170, 4.573, 2.325], [-0.325, 4.363, 4.877], [1.825, 3.169, 6.013], [3.189, 2.010, 3.944], [-1.533, -1.927, -0.080], [-2.842, -2.076, 0.476], [-2.792, -1.517, 1.970], [-3.857, -1.610, 2.601], [-1.671, -1.108, 2.338], [-3.841, -1.309, -0.388], [-5.095, -0.920, 0.094], [-5.972, -0.198, -0.704], [-5.627, 0.148, -2.006], [-4.389, -0.236, -2.496], [-3.507, -0.951, -1.693], [-3.146, -3.564, 0.594], [-2.112, -4.409, 1.007], [-2.320, -5.771, 1.165], [-3.574, -6.318, 0.912], [-4.606, -5.486, 0.504], [-4.395, -4.121, 0.346], [-1.519, -2.487, -0.866], [-5.343, -1.169, 1.117], [-6.929, 0.110, -0.298], [-6.309, 0.721, -2.623], [-4.087, 0.043, -3.498], [-2.526, -1.174, -2.088], [-1.141, -3.973, 1.215], [-1.508, -6.402, 1.506], [-3.742, -7.381, 1.039], [-5.590, -5.900, 0.308], [-5.214, -3.485, 0.034], [0.286, 1.212, -5.644], [0.247, 0.877, -4.292], [0.223, -0.458, -3.881], [0.227, -0.732, -2.527], [0.251, 0.197, -1.571], [0.281, 1.471, -1.975], [0.280, 1.854, -3.306], [-0.102, 0.519, -6.262], [-0.041, 2.141, -5.853], [0.217, -1.266, -4.604], [0.214, -1.767, -2.191], [0.316, 2.226, -1.199], [0.311, 2.908, -3.558], [4.910, 4.029, -0.179], [5.059, 3.402, -1.766], [3.913, 2.760, -2.105], [2.927, 2.765, -1.146], [3.304, 3.404, -0.080], [5.971, 3.463, -2.338], [3.764, 2.222, -3.032], [2.706, 3.461, 0.829]], "forces_ev_per_a": [[0.5, 0.4, -0.2], [-0.1, 0.0, -0.1], [0.0, 0.1, 0.0], [-0.1, 0.0, -0.1], [0.0, 0.0, 0.2], [0.0, 0.0, 0.0], [0.1, 0.0, 0.0], [0.0, -0.1, 0.0], [0.1, -0.2, 0.0], [-0.1, 0.1, -0.1], [-0.1, 0.4, -0.1], [-0.1, -0.1, 0.2], [-0.1, 0.1, 0.2], [0.0, 0.2, -0.1], [0.3, -0.3, 0.0], [-0.2, -0.2, 0.2], [-0.1, 0.1, 0.0], [0.0, 0.0, 0.0], [0.0, 0.0, 0.0], [0.0, 0.0, 0.0], [0.0, 0.0, 0.0], [0.1, 0.0, 0.0], [0.1, 0.0, 0.0], [0.0, 0.0, 0.0], [0.0, 0.0, 0.0], [0.0, 0.0, 0.0], [0.0, 0.0, 0.0], [-0.1, 0.0, 0.1], [0.1, 0.0, -0.1], [0.0, 0.0, 0.0], [0.0, 0.0, 0.0], [0.0, 0.0, 0.0], [0.0, 0.0, 0.0], [0.0, 0.0, 0.0], [0.0, 0.0, 0.0], [0.0, 0.0, 0.0], [0.1, 0.0, 0.0], [0.0, 0.2, 0.0], [0.0, -0.1, 0.1], [0.0, 0.0, 0.0], [0.1, 0.0, 0.1], [0.0, -0.1, 0.0], [0.1, 0.1, -0.1], [-0.1, 0.0, 0.1], [0.0, 0.0, 0.0], [0.0, 0.0, -0.1], [-0.3, 0.2, 0.1], [0.1, 0.0, 0.2], [0.2, -0.1, 0.1], [0.0, 0.0, -0.2], [0.1, -0.1, -0.2], [-0.2, 0.2, 0.3], [0.1, 0.0, -0.1], [0.0, 0.0, 0.0], [0.0, 0.0, 0.0], [0.0, 0.0, 0.0], [0.0, 0.1, 0.0], [-0.2, -0.2, 0.1], [0.0, 0.0, 0.0], [0.0, 0.0, 0.0], [0.0, 0.0, 0.0], [0.0, 0.0, 0.0], [0.0, 0.0, 0.0], [0.0, 0.0, 0.0], [0.0, 0.0, 0.0], [0.0, 0.0, 0.0], [-0.1, 0.1, -0.2], [0.0, 0.0, 0.0], [0.0, 0.0, 0.0], [0.0, 0.0, 0.0], [-0.2, -0.1, 0.1], [0.1, 0.1, 0.1], [0.2, -0.2, 0.1], [0.1, 0.1, -0.1], [-0.8, -0.2, 0.1], [-0.1, 0.1, 0.0], [0.0, 0.0, 0.0], [0.0, 0.0, 0.0], [0.0, 0.0, 0.1], [0.0, 0.0, 0.0], [0.0, 0.0, -0.1], [0.0, -0.1, 0.0], [0.0, 0.1, 0.0], [-0.1, 0.0, 0.0], [0.1, 0.1, 0.0], [0.0, 0.0, 0.0], [0.0, 0.0, 0.0], [0.1, 0.0, 0.0], [0.0, 0.0, 0.0], [0.0, 0.0, 0.0], [0.0, 0.0, 0.0], [0.0, 0.0, 0.0], [0.0, 0.0, 0.0], [0.0, 0.0, 0.0], [0.0, 0.0, 0.0], [0.0, 0.0, 0.0], [0.0, 0.0, 0.0], [0.0, 0.0, 0.0], [0.0, 0.0, 0.1], [0.0, -0.1, -0.1], [0.0, 0.0, 0.0], [0.0, 0.1, 0.0], [0.0, 0.1, -0.3], [0.0, -0.2, 0.0], [0.0, 0.1, 0.1], [0.0, 0.0, 0.0], [0.0, 0.0, 0.0], [0.0, 0.0, 0.0], [0.0, 0.0, 0.0], [0.1, 0.0, 0.0], [0.0, 0.0, 0.0], [-0.1, 0.0, 0.1], [-0.1, -0.1, 0.0], [0.0, 0.1, 0.2], [-0.1, 0.0, -0.1], [0.2, -0.2, -0.1], [0.0, 0.0, 0.1], [-0.1, 0.1, 0.0], [0.1, 0.0, -0.1]], "total_charge": -2, "relative_energy_kj_mol": 15.9, "orbital_gap_ev": 5.686, "fmax_ev_per_a": 0.8}